Entry 1:
This record from OMol25 describes a 2-piece molecular cluster, C4H12 overall. The level of theory is ωB97M-V with the def2-TZVPD basis set.

Computed properties:
**E_HOMO (alpha / beta)**: 1.602 / -7.792 eV
**Total charge**: -1
**2S+1**: 2
**<S²>**: 0.750
**ΔE to the lowest compared entry with this formula, charge and spin**: 22.74 kJ/mol

Last column: Mulliken spin population.
Cartesian coordinates (Å):
C  -1.368  -1.881  -0.895  1.52
C  -2.093  -0.642  -0.370  1.63
H  -1.731  -2.072  -1.907  -0.32
H  -0.301  -1.672  -0.984  -0.21
H  -1.505  -2.706  -0.199  -0.65
H  -1.853  -0.403  0.669  -0.39
H  -3.180  -0.749  -0.449  -0.46
H  -1.849  0.234  -0.979  -0.52
C  2.269  0.732  0.399  1.06
C  1.197  1.729  0.909  0.33
H  2.569  0.052  1.198  -0.31
H  1.869  0.137  -0.425  -0.33
H  3.132  1.254  -0.014  -0.09
H  0.227  1.563  0.436  0.15
H  1.480  2.750  0.619  -0.16
H  1.137  1.674  1.992  -0.26

***

Entry 2:
This record from OMol25 describes C3HAgFO as an isolated structure. The level of theory is ωB97M-V with the def2-TZVPD basis set.

Computed properties:
**E_HOMO**: -3.505 eV
**Total charge**: -1

Last column: Löwdin charge in e.
Cartesian coordinates (Å):
O  2.598  -0.245  -1.268  0.01
C  1.836  0.347  -0.553  -0.32
C  1.187  1.038  0.312  -0.27
C  0.118  1.692  0.801  -0.17
H  -0.756  1.002  0.857  -0.02
F  2.470  5.347  2.212  -0.81
Ag  1.362  3.633  1.670  0.58

***

Entry 3:
This record from OMol25 describes C51H62N6O3Si3Ti as an isolated structure. The level of theory is ωB97M-V with the def2-TZVPD basis set.

Computed properties:
**E_HOMO (alpha / beta)**: -3.321 / -4.959 eV
**Total charge**: -1
**2S+1**: 2
**<S²>**: 0.793

Last column: Mulliken spin population.
Cartesian coordinates (Å):
Ti  0.230  -0.516  -0.286  0.65
C  2.836  0.822  4.737  0.00
O  2.259  0.326  3.545  -0.01
C  2.492  -0.979  3.215  -0.04
C  3.216  -1.851  4.008  0.09
C  3.359  -3.191  3.618  -0.04
C  2.757  -3.637  2.469  0.05
C  2.023  -2.758  1.650  0.04
C  1.330  -3.280  0.503  0.21
N  0.607  -2.546  -0.314  0.01
N  -0.131  -3.288  -1.234  -0.01
C  -0.886  -2.487  -1.893  0.01
O  -0.816  -1.203  -1.706  -0.04
C  -1.932  -3.029  -2.798  0.01
C  -1.960  -4.376  -3.133  0.00
C  -2.979  -4.875  -3.928  0.00
C  -3.982  -4.033  -4.394  0.00
C  -3.951  -2.685  -4.067  0.00
C  -2.924  -2.183  -3.272  0.00
C  1.944  -1.402  1.990  0.04
O  1.367  -0.544  1.160  -0.01
H  2.459  1.837  4.852  0.00
H  3.928  0.842  4.674  0.00
H  2.539  0.230  5.606  0.00
H  3.676  -1.508  4.922  0.00
H  3.929  -3.870  4.240  0.00
H  2.837  -4.676  2.171  0.00
H  1.337  -4.349  0.325  -0.02
H  -1.175  -5.020  -2.758  0.00
H  -2.995  -5.927  -4.185  0.00
H  -4.784  -4.429  -5.004  0.00
H  -4.729  -2.021  -4.423  0.00
H  -2.890  -1.134  -3.001  0.00
C  1.871  5.416  3.210  0.00
C  0.898  4.972  4.270  0.00
C  0.698  5.709  5.428  0.00
C  -0.219  5.319  6.397  0.00
C  -0.962  4.166  6.189  0.00
C  -0.782  3.410  5.038  0.00
C  0.153  3.797  4.081  0.00
N  0.407  3.036  2.931  0.00
C  -0.585  2.119  2.431  -0.01
N  -0.387  0.870  2.884  0.00
C  -1.125  -0.323  2.617  0.02
C  -1.323  -0.721  1.302  -0.04
C  -2.106  -1.875  1.158  0.00
C  -2.572  -2.626  2.232  0.00
C  -2.206  -2.263  3.521  0.00
C  -1.470  -1.101  3.733  0.00
C  -1.016  -0.746  5.129  0.00
N  -1.553  2.464  1.676  0.00
C  -1.714  3.793  1.273  0.00
C  -0.866  4.372  0.330  0.00
C  -1.079  5.669  -0.124  0.00
C  -2.165  6.397  0.343  0.00
C  -3.025  5.810  1.266  0.00
C  -2.817  4.523  1.747  0.00
C  -3.749  3.911  2.760  0.00
H  2.402  6.314  3.526  0.00
H  1.355  5.645  2.270  0.00
H  2.615  4.641  2.994  0.00
H  1.277  6.616  5.570  0.00
H  -0.359  5.914  7.291  0.00
H  -1.695  3.848  6.921  0.00
H  -1.382  2.524  4.867  0.00
H  0.824  3.565  2.181  0.00
H  0.438  0.775  3.456  0.00
H  -2.360  -2.225  0.165  0.00
H  -3.175  -3.513  2.061  0.00
H  -2.486  -2.877  4.371  0.00
H  -1.396  -1.477  5.845  0.00
H  -1.348  0.243  5.446  0.00
H  0.079  -0.759  5.206  0.00
H  -0.050  3.778  -0.077  0.00
H  -0.399  6.100  -0.849  0.00
H  -2.345  7.405  -0.009  0.00
H  -3.887  6.364  1.625  0.00
H  -4.693  4.457  2.797  0.00
H  -3.307  3.929  3.758  0.00
H  -3.946  2.865  2.519  0.00
C  1.906  2.398  0.807  0.01
Si  2.907  1.577  -0.573  -0.01
C  4.373  0.781  0.274  0.00
C  3.694  3.064  -1.422  0.00
C  1.908  0.474  -1.661  0.02
Si  2.930  -0.865  -2.422  0.02
C  4.256  -0.110  -3.536  0.01
C  3.882  -1.942  -1.205  0.01
C  2.037  -2.063  -3.573  0.01
Si  0.942  1.345  -2.929  0.01
C  1.644  2.857  -3.821  0.00
C  0.238  0.367  -4.363  0.01
C  -0.662  1.973  -2.128  0.01
C  -1.469  2.922  -2.752  0.00
C  -2.763  3.130  -2.306  0.00
C  -3.239  2.350  -1.264  0.00
C  -2.384  1.448  -0.661  0.01
N  -1.115  1.279  -1.054  -0.03
H  0.836  2.171  0.722  0.01
H  2.035  3.487  0.775  0.00
H  2.223  2.026  1.786  0.00
H  4.904  1.577  0.809  0.00
H  5.074  0.313  -0.423  0.00
H  4.067  0.022  1.002  0.00
H  4.323  3.588  -0.691  0.00
H  2.949  3.771  -1.791  0.00
H  4.327  2.777  -2.272  0.00
H  4.888  0.605  -2.993  0.00
H  3.798  0.426  -4.380  0.00
H  4.907  -0.895  -3.945  0.00
H  4.955  -1.734  -1.258  0.00
H  3.726  -2.999  -1.448  0.00
H  3.571  -1.798  -0.171  0.00
H  2.279  -1.840  -4.618  0.00
H  0.953  -2.042  -3.477  0.00
H  2.360  -3.086  -3.355  0.00
H  2.725  2.766  -3.967  0.00
H  1.469  3.785  -3.267  0.00
H  1.179  2.951  -4.809  0.00
H  1.020  -0.073  -4.990  0.00
H  -0.348  1.060  -4.976  0.00
H  -0.417  -0.438  -4.027  0.00
H  -1.071  3.490  -3.586  0.00
H  -3.396  3.878  -2.768  0.00
H  -4.256  2.442  -0.908  0.00
H  -2.709  0.837  0.164  0.01

***

Entry 4:
This record from OMol25 describes C12H13O2 as an isolated structure. The level of theory is ωB97M-V with the def2-TZVPD basis set.

Computed properties:
**E_HOMO**: -12.567 eV
**Total charge**: +1
**ΔE to the lowest compared entry with this formula, charge and spin**: 152.68 kJ/mol

Last column: Löwdin charge in e.
Cartesian coordinates (Å):
C  3.655  -0.690  0.558  -0.07
C  3.701  0.605  0.194  -0.06
C  2.411  -1.303  0.452  -0.03
C  2.497  1.322  -0.147  -0.03
C  1.213  -0.656  0.119  -0.24
C  1.292  0.687  -0.048  0.00
C  -3.601  -0.149  0.208  -0.34
C  -0.099  -1.421  -0.006  -0.01
C  -0.477  1.656  -0.343  0.09
C  -2.767  -1.051  -0.555  -0.01
C  -2.717  1.143  0.448  0.08
C  -1.323  -0.511  -0.623  -0.18
O  -4.717  -0.252  0.616  0.18
O  -1.342  0.665  0.135  -0.18
H  4.557  -1.228  0.928  0.14
H  4.575  1.167  0.374  0.10
H  2.379  -2.390  0.639  0.13
H  2.693  2.379  -0.140  0.11
H  0.069  -2.382  -0.546  0.14
H  -0.210  -1.798  1.097  0.17
H  -0.502  2.587  0.213  0.13
H  -0.667  1.651  -1.383  0.11
H  -2.831  -2.053  -0.162  0.16
H  -3.226  -1.134  -1.477  0.13
H  -3.114  1.946  -0.287  0.19
H  -2.736  1.558  1.451  0.16
H  -1.149  -0.413  -1.652  0.15

***

no.,strongest force on any atom (Eh/bohr),M (g mol⁻¹)
1,0.0176,60.14
2,0.0341,179.91
3,0.0423,939.22
4,0.1109,189.23